# 1
A molecular structure, C29H26F3GeIrN3O9S at a distorted geometry. Source: the OMol25 dataset; level of theory: ωB97M-V/def2-TZVPD.

HOMO-LUMO gap (spin up / spin down) = 0.2952 / 0.2358 hartree
largest force on an atom = 2.34 eV Å⁻¹
multiplicity = 6
HOMO energy (spin up / spin down) = -8.7247 / -9.1867 eV
energy above the lowest of the compared OMol25 structures with the same formula, charge and spin = 20.10 kcal per mole
charge = 0
LUMO level (spin up / spin down) = -0.69 / -2.77 eV

Each line ends with the Mulliken charge.
Cartesian coordinates (Å):
Ir1 0.3674 0.3789 0.8838  1.94
C1 -3.6861 -2.8600 1.3608  -0.54
O1 -3.8513 -1.4453 1.2806  -0.47
C2 -2.7063 -0.7632 1.2136  0.68
O2 -1.6104 -1.2904 1.2678  -0.59
N1 -2.9088 0.5635 1.0029  -0.13
N2 -1.8003 1.4304 1.1208  -0.53
H1 -4.6827 -3.2827 1.4140  0.26
H2 -3.1081 -3.1184 2.2456  0.30
H3 -3.1628 -3.2195 0.4771  0.17
H4 -3.8176 0.9337 1.2650  0.28
H5 -1.6198 1.6578 2.1399  0.44
H6 -1.9467 2.2515 0.5448  0.23
O3 -1.2974 1.3362 3.7098  -0.95
C3 -0.3219 0.6048 3.9311  0.90
O4 0.4401 0.0879 3.0743  -0.96
C4 0.0105 0.2829 5.3724  0.18
C5 -0.6906 0.9352 6.3831  -0.34
C6 -0.4354 0.6426 7.7068  -0.51
C7 0.5237 -0.3180 8.0172  0.00
C8 1.2611 -0.9421 7.0138  -0.44
C9 1.0026 -0.6406 5.6909  -0.45
N3 0.7286 -0.6989 9.3937  1.00
O5 1.5369 -1.5743 9.6249  -0.61
O6 0.0607 -0.1340 10.2356  -0.61
H7 -1.4384 1.6630 6.1061  0.47
H8 -0.9761 1.1408 8.4983  0.47
H9 2.0211 -1.6603 7.2794  0.48
H10 1.5548 -1.1187 4.8974  0.45
F1 1.6490 2.6423 2.5388  -0.25
C10 2.8292 2.7515 1.9148  0.67
F2 3.7799 2.3842 2.7688  -0.23
F3 3.0105 4.0400 1.6312  -0.23
S1 2.7950 1.7013 0.3614  1.11
O7 3.9402 2.1012 -0.3809  -0.54
O8 1.4961 2.0785 -0.2254  -0.73
O9 2.7639 0.3397 0.8621  -0.59
C11 0.3729 -1.0202 -0.7366  -1.35
Ge1 0.3578 -0.3715 -2.5220  1.77
C12 -0.8984 -1.6388 -3.4571  -0.17
C13 -1.6569 -2.5395 -2.7239  -0.34
C14 -2.4278 -3.4903 -3.3688  -0.50
C15 -2.4466 -3.5406 -4.7541  -0.49
C16 -1.7286 -2.6115 -5.4916  -0.71
C17 -0.9693 -1.6536 -4.8411  -0.21
C18 2.1824 -0.4142 -3.3318  0.11
C19 3.0587 0.6352 -3.1018  -0.08
C20 4.3290 0.6174 -3.6495  -1.01
C21 4.7330 -0.4657 -4.4124  -0.55
C22 3.8738 -1.5350 -4.6111  -0.62
C23 2.5987 -1.5137 -4.0708  -0.38
C24 -0.4829 1.3644 -3.0284  0.71
C25 -1.7787 1.6339 -2.6098  -0.62
C26 -2.4286 2.7729 -3.0554  -0.74
C27 -1.7887 3.6402 -3.9251  -0.48
C28 -0.4969 3.3756 -4.3430  -0.69
C29 0.1494 2.2327 -3.9025  -0.59
H11 0.8113 -1.9940 -0.5736  0.42
H12 -1.6165 -2.4938 -1.6428  0.19
H13 -3.0058 -4.1985 -2.7909  0.40
H14 -3.0244 -4.3010 -5.2604  0.38
H15 -1.7561 -2.6319 -6.5732  0.39
H16 -0.4150 -0.9169 -5.4085  0.43
H17 2.7616 1.4641 -2.4760  0.60
H18 5.0039 1.4383 -3.4591  0.44
H19 5.7215 -0.4837 -4.8450  0.39
H20 4.1987 -2.3947 -5.1820  0.41
H21 1.9236 -2.3477 -4.2311  0.37
H22 -2.2751 0.9424 -1.9397  0.52
H23 -3.4447 2.9720 -2.7431  0.41
H24 -2.3038 4.5165 -4.2897  0.38
H25 0.0042 4.0461 -5.0248  0.42
H26 1.1531 2.0203 -4.2428  0.43

=====

# 2
A single C2H4OSi molecule at a distorted geometry. Source: the OMol25 dataset; level of theory: ωB97M-V/def2-TZVPD.

HOMO-LUMO gap (spin up / spin down) = 0.2597 / 0.2596 hartree
largest force on an atom = 4.34 eV Å⁻¹
HOMO energy (spin up / spin down) = -7.8987 / -7.8971 eV
energy above the lowest of the compared OMol25 structures with the same formula, charge and spin = 45.13 kcal per mole
charge = 0
LUMO level (spin up / spin down) = -0.83 / -0.83 eV

Each line ends with the Mulliken charge.
Cartesian coordinates (Å):
C1 -0.9888 -1.6483 -0.7262  0.22
C2 0.6619 1.4716 0.0654  -0.82
O1 -2.0975 -1.6175 -0.8810  -0.13
Si1 0.3691 -0.2648 0.1446  0.35
H1 -0.1056 2.0757 0.3298  0.28
H2 1.2149 -1.4822 -0.0094  -0.11
H3 1.5364 1.9385 -0.1876  0.29
H4 -0.5904 -0.4729 1.2644  -0.10

=====

# 3
A molecular structure, C40H49As2BBaIN5O6S at a distorted geometry. Source: the OMol25 dataset; level of theory: ωB97M-V/def2-TZVPD.

HOMO-LUMO gap = 0.2100 hartree
largest force on an atom = 3.76 eV Å⁻¹
HOMO energy = -1.9269 eV
energy above the lowest of the compared OMol25 structures with the same formula, charge and spin = 41.90 kcal per mole
charge = -2
LUMO level = 3.79 eV

Each line ends with the Mulliken charge.
Cartesian coordinates (Å):
Ba1 0.1313 -1.5947 1.1853  1.43
O1 4.0657 -1.9046 2.4166  -0.62
C1 4.2545 -3.1078 1.7135  -0.85
C2 3.5678 -3.1875 0.3679  0.28
N1 2.1004 -3.2033 0.4147  0.79
C3 1.5923 -4.2385 1.3525  -0.80
C4 1.4846 -3.7344 2.8368  0.75
O2 1.5296 -4.5374 3.7457  -0.82
O3 1.3510 -2.4459 2.9421  -0.80
C5 1.5947 -3.3766 -0.9853  -0.03
C6 0.0585 -3.1220 -1.1555  -0.13
O4 -0.6842 -4.0704 -1.3616  -0.78
O5 -0.3164 -1.8847 -1.0186  -0.13
H1 3.1312 -1.8904 2.7221  0.49
H2 5.3263 -3.1804 1.5051  0.46
H3 3.9920 -3.9673 2.3406  0.29
H4 3.8725 -2.3470 -0.2814  -0.78
H5 3.9183 -4.1277 -0.1017  0.22
H6 0.5853 -4.5648 1.0530  0.24
H7 2.2281 -5.1353 1.3491  0.38
H8 2.1107 -2.6430 -1.6092  0.04
H9 1.8019 -4.3904 -1.3491  0.35
B1 -2.5428 -1.7258 3.8697  -0.18
N2 -2.9276 -0.5539 2.8888  0.18
C7 -4.1359 -0.0103 2.7014  -0.86
C8 -4.0449 0.9601 1.7259  -0.45
C9 -2.6924 0.9297 1.3573  -0.69
N3 -2.0277 0.0271 2.0642  0.32
N4 -2.5943 -3.0986 3.0722  -0.45
C10 -3.3923 -4.1462 3.2833  -0.19
C11 -3.1348 -5.1106 2.3267  -1.53
C12 -2.1295 -4.5414 1.5426  -0.60
N5 -1.8030 -3.3343 1.9998  1.02
H10 -3.4150 -1.7929 4.7182  -0.25
H11 -1.4340 -1.5337 4.3093  -0.08
H12 -4.9699 -0.3628 3.2837  0.51
H13 -4.8307 1.5783 1.3310  0.39
H14 -2.1748 1.5141 0.6116  0.54
H15 -4.0899 -4.1166 4.1027  0.45
H16 -3.6045 -6.0724 2.2149  0.40
H17 -1.6554 -4.9187 0.6515  0.55
I1 2.4492 0.7829 0.6068  0.80
C13 3.9342 1.7292 -0.3631  0.35
C14 4.2146 3.0168 0.0116  -0.85
C15 5.2412 3.7226 -0.6680  -0.71
C16 5.9262 3.1084 -1.6735  -0.86
C17 5.6346 1.7662 -2.0474  0.90
C18 6.3678 1.1379 -3.0875  -0.90
C19 6.0789 -0.1548 -3.4178  -0.83
C20 5.0515 -0.8656 -2.7331  -0.34
C21 4.2727 -0.3447 -1.7188  -0.89
C22 4.6157 1.0146 -1.3972  0.52
H18 3.6696 3.4979 0.8103  0.44
H19 5.4724 4.7431 -0.3832  0.40
H20 6.7077 3.6379 -2.2072  0.29
H21 7.1469 1.6947 -3.5989  0.27
H22 6.6418 -0.6410 -4.2112  0.35
H23 4.8878 -1.8945 -3.0558  0.29
C23 -4.8521 -1.9906 -3.5031  -1.34
As1 -3.1441 -2.1208 -2.5252  0.49
C24 -3.9012 -2.5025 -0.7528  -0.83
C25 -2.9912 -0.1394 -2.3213  -0.05
C26 -4.0060 0.5792 -1.6907  -0.01
C27 -3.9398 1.9562 -1.5578  -0.83
C28 -2.8251 2.6359 -2.0274  -0.69
C29 -1.8102 1.9287 -2.6545  -0.38
C30 -1.8913 0.5458 -2.8294  0.22
As2 -0.5444 -0.3919 -3.9617  0.47
C31 -0.9657 0.6221 -5.5841  -1.22
C32 1.0656 0.5989 -3.4962  -0.79
H24 -5.5678 -1.3407 -3.0018  0.38
H25 -5.2792 -2.9905 -3.6011  0.42
H26 -4.6513 -1.5972 -4.4998  0.37
H27 -4.9305 -2.1461 -0.6840  0.50
H28 -3.3141 -2.0447 0.0410  -0.25
H29 -3.8684 -3.5824 -0.6019  0.48
H30 -4.8577 0.0522 -1.2786  0.20
H31 -4.7404 2.4918 -1.0618  0.35
H32 -2.7445 3.7099 -1.9080  0.37
H33 -0.9488 2.4687 -3.0243  0.31
H34 -0.9041 1.6963 -5.4060  0.31
H35 -1.9735 0.3720 -5.9152  0.34
H36 -0.2552 0.3405 -6.3616  0.42
H37 0.9048 1.6705 -3.4079  0.34
H38 1.7999 0.4057 -4.2797  0.45
H39 1.4766 0.1998 -2.5732  -0.21
C33 -1.5221 6.1908 -0.1864  -1.73
C34 -1.1247 5.1486 0.8228  0.98
C35 -2.0443 4.6338 1.7228  -0.45
C36 -1.6866 3.6592 2.6489  -0.70
C37 -0.3820 3.1980 2.6714  0.04
C38 0.5621 3.7154 1.7906  -0.18
C39 0.1887 4.6831 0.8776  -0.67
S1 -0.0415 1.8561 3.8069  1.21
C40 1.3767 2.5605 4.5971  -1.19
O6 -1.1736 1.8923 4.7938  -0.77
H40 -2.5987 6.3568 -0.1750  0.34
H41 -1.2391 5.8912 -1.1957  0.34
H42 -1.0353 7.1475 0.0134  0.44
H43 -3.0720 4.9745 1.6852  0.26
H44 -2.4046 3.2359 3.3347  0.46
H45 1.5745 3.3453 1.7920  -0.05
H46 0.9237 5.0662 0.1818  0.44
H47 1.1586 3.5876 4.8830  0.38
H48 2.2322 2.5037 3.9299  0.28
H49 1.5581 1.9378 5.4700  0.41

=====

# 4
10 unconnected molecules or ions with the total composition C38H53ClI2N12S at a distorted geometry. Source: the OMol25 dataset; level of theory: ωB97M-V/def2-TZVPD.

HOMO-LUMO gap = 0.2678 hartree
largest force on an atom = 4.13 eV Å⁻¹
HOMO energy = -8.1360 eV
charge = 0
LUMO level = -0.85 eV

Each line ends with the Mulliken charge.
Cartesian coordinates (Å):
C1 -3.3690 5.3140 -5.7380  -0.67
C2 -4.1331 4.2042 -6.6109  -0.44
S1 -3.1033 3.5329 -7.9903  -0.19
C3 -2.1288 2.0953 -7.3712  -0.36
C4 -1.6019 2.3498 -5.9046  0.60
C5 -0.1699 2.7450 -5.7640  -0.91
N1 0.3986 2.9991 -4.5642  -0.26
C6 -0.4669 2.8127 -3.4945  0.16
C7 0.0911 3.0439 -2.1171  0.81
C8 1.5865 3.4827 -1.8616  -0.54
C9 2.0356 4.7449 -2.7017  0.34
C10 2.8125 5.8242 -1.8335  -1.20
Cl1 3.2753 4.1519 -3.9530  -0.24
C11 -0.7595 2.8247 -0.9436  -0.10
C12 -0.2412 3.0075 0.5308  -1.06
C13 0.6022 1.7809 1.0265  1.01
C14 1.9413 2.0429 1.8283  -0.57
N2 0.2881 0.5457 0.8597  -0.76
C15 -2.1792 2.3709 -1.1085  1.30
C16 -3.1666 2.0794 0.0739  -2.09
I1 -4.2556 0.1899 -0.2547  0.17
C17 -4.2766 3.2303 0.2747  0.09
C18 -4.6652 3.3109 1.8180  -1.20
I2 -6.0960 2.5901 -0.7779  -0.01
C19 -2.6846 2.1844 -2.4522  0.32
C20 -1.8599 2.3854 -3.6906  -0.53
N3 -2.4977 2.1554 -4.9056  -0.50
H1 -3.9782 6.2616 -5.7127  0.31
H2 -3.3028 4.9326 -4.6758  0.07
H3 -2.3285 5.4975 -6.1205  0.23
H4 -4.9999 4.7373 -7.0874  0.40
H5 -4.4665 3.3616 -5.9555  0.26
H6 -2.8486 1.2147 -7.2947  -0.05
H7 -1.3074 1.7648 -8.0602  0.43
H8 0.4759 2.8704 -6.6697  0.41
H9 2.2364 2.5915 -2.1084  0.46
H10 1.7845 3.7158 -0.7850  -0.34
H11 1.2050 5.2326 -3.2688  0.36
H12 3.6758 6.2662 -2.4126  0.41
H13 3.2649 5.3649 -0.9171  0.14
H14 2.1140 6.6456 -1.5423  0.37
H15 -1.1037 3.1744 1.2373  0.32
H16 0.3876 3.9418 0.5946  0.02
H17 2.6254 2.6524 1.1704  0.20
H18 1.6444 2.6330 2.7390  0.31
H19 2.4179 1.0664 2.1071  -0.08
H20 -0.6054 0.5211 0.3437  0.25
H21 -2.6498 1.9231 1.0562  0.57
H22 -3.9514 4.2388 -0.0790  0.49
H23 -5.4394 4.1155 1.9530  0.40
H24 -5.0925 2.3289 2.1806  0.32
H25 -3.7352 3.4938 2.4276  0.34
H26 -3.7568 1.8756 -2.5782  0.14
C21 -7.5377 -1.0753 -3.0331  -0.64
C22 -8.4101 0.0956 -2.9854  0.30
N4 -9.0956 1.0164 -2.9470  -0.37
H27 -6.6169 -0.8653 -3.5802  0.20
H28 -7.2544 -1.4029 -2.0316  0.22
H29 -8.0261 -1.9175 -3.5260  0.30
C23 -6.1983 -0.5491 -7.8958  -0.73
C24 -4.7918 -0.6711 -8.2693  0.42
N5 -3.6858 -0.7669 -8.5637  -0.41
H30 -6.8455 -1.0724 -8.6011  0.32
H31 -6.3865 -0.9690 -6.9065  0.17
H32 -6.5160 0.4946 -7.8734  0.26
C25 3.8928 7.4262 1.8633  -0.95
C26 2.6669 7.0860 1.1464  0.55
N6 1.7033 6.8166 0.5822  -0.46
H33 4.3854 8.2940 1.4220  0.29
H34 3.6912 7.6620 2.9092  0.33
H35 4.6073 6.6015 1.8462  0.28
C27 4.8092 -1.5176 2.5974  0.03
C28 5.8023 -0.6402 3.2114  0.33
N7 6.5819 0.0516 3.6946  -0.42
H36 3.8829 -0.9826 2.3777  -0.13
H37 5.1703 -1.9379 1.6577  0.29
H38 4.5528 -2.3540 3.2477  -0.12
C29 1.3696 -3.7047 3.2358  -0.82
C30 2.7062 -4.2757 3.1048  0.53
N8 3.7551 -4.7345 3.0026  -0.46
H39 0.5976 -4.4555 3.0634  0.23
H40 1.2057 -3.2939 4.2328  0.27
H41 1.2043 -2.8976 2.5188  0.29
C31 5.0091 -7.4650 4.6834  -0.62
C32 5.4873 -8.2177 5.8403  0.29
N9 5.8622 -8.8118 6.7504  -0.46
H42 5.8283 -7.1899 4.0178  0.30
H43 4.2939 -8.0438 4.0960  0.33
H44 4.5109 -6.5418 4.9832  0.15
C33 7.3964 -4.6893 7.2796  -0.79
C34 6.7914 -4.1335 6.0716  0.34
N10 6.3157 -3.6966 5.1219  -0.32
H45 8.4825 -4.7446 7.1928  0.26
H46 7.1695 -4.0802 8.1559  0.26
H47 7.0329 -5.6989 7.4804  0.22
C35 2.4608 -10.9133 6.1730  -0.76
C36 1.8522 -10.3617 4.9651  0.38
N11 1.3724 -9.9278 4.0156  -0.42
H48 3.5472 -10.9697 6.0860  0.25
H49 2.2380 -10.3011 7.0481  0.26
H50 2.0983 -11.9210 6.3818  0.30
C37 -1.3436 -6.6868 5.0231  -0.83
C38 -0.3624 -5.7960 5.6378  0.39
N12 0.4115 -5.0979 6.1209  -0.42
H51 -2.2768 -6.1644 4.8068  0.30
H52 -0.9741 -7.0997 4.0828  0.27
H53 -1.5835 -7.5273 5.6758  0.30

=====

# 5
2 unconnected molecules or ions with the total composition C14H19FN2O3S at a distorted geometry. Source: the OMol25 dataset; level of theory: ωB97M-V/def2-TZVPD.

HOMO-LUMO gap = 0.2540 hartree
largest force on an atom = 9.97 eV Å⁻¹
HOMO energy = -8.8715 eV
energy above the lowest of the compared OMol25 structures with the same formula, charge and spin = 346.00 kcal per mole
charge = 0
SMILES = O=C(F)Cc1cc2nsnc2cc1CCO.CCOCC
LUMO level = -1.96 eV

Each line ends with the Mulliken charge.
Cartesian coordinates (Å):
O1 2.5169 -5.0773 1.8161  -0.48
C1 2.2837 -3.8261 1.3382  0.49
F1 3.4666 -2.9451 1.2112  -0.23
C2 0.7416 -3.4729 0.9131  -0.22
C3 0.2118 -1.9902 1.3672  0.43
C4 1.1556 -0.6325 1.4800  -0.60
C5 0.5479 0.8429 1.8955  0.42
N1 1.4351 2.0726 1.9444  -0.50
S1 0.2373 3.2806 2.4511  0.19
N2 -1.3423 2.4810 2.6446  -0.53
C6 -1.0344 1.0472 2.2706  0.33
C7 -2.0000 -0.2896 2.1691  -0.59
C8 -1.4118 -1.7883 1.7148  0.50
C9 -2.4681 -3.0652 1.5937  -0.57
C10 -3.9208 -2.7965 2.3089  -0.51
O2 -4.9210 -2.1946 1.3671  -0.54
H1 0.5583 -3.6234 -0.2478  0.34
H2 0.0540 -4.2879 1.4448  0.16
H3 2.3114 -0.6621 1.2211  0.24
H4 -3.1530 -0.1136 2.4125  0.16
H5 -2.7039 -3.2970 0.4466  0.28
H6 -2.0322 -4.0500 2.0636  0.31
H7 -3.8647 -2.1287 3.2811  0.28
H8 -4.4061 -3.8409 2.6244  0.27
H9 -4.4467 -1.5149 0.7707  0.34
C11 3.2346 3.0362 -3.4548  -1.00
C12 1.8690 2.8134 -4.0838  -0.30
O3 1.1179 1.7749 -3.4599  -0.44
C13 0.7981 1.9608 -2.0817  -0.16
C14 -0.0458 3.1922 -1.8150  -0.90
H10 3.8012 2.0999 -3.4233  0.28
H11 3.8024 3.7745 -4.0271  0.38
H12 3.1483 3.4002 -2.4275  0.25
H13 2.0100 2.5097 -5.1269  0.33
H14 1.2881 3.7403 -4.1079  0.29
H15 1.7144 1.9680 -1.4798  0.23
H16 0.2344 1.0741 -1.7723  0.26
H17 0.4978 4.1116 -2.0512  0.27
H18 -0.3354 3.2364 -0.7605  0.24
H19 -0.9503 3.1802 -2.4307  0.29

=====

# 6
A single C5H8O2 molecule. Source: the OMol25 dataset; level of theory: ωB97M-V/def2-TZVPD.

HOMO-LUMO gap = 0.3176 hartree
largest force on an atom = 0.55 eV Å⁻¹
HOMO energy = -8.7757 eV
energy above the lowest of the compared OMol25 structures with the same formula, charge and spin = 101.40 kcal per mole
charge = 0
LUMO level = -0.13 eV

Each line ends with the Mulliken charge.
Cartesian coordinates (Å):
O1 -2.3664 -0.3181 0.2872  -0.51
C1 -1.5614 -0.6768 -0.8197  -0.27
C2 -0.1138 -0.7128 -0.6302  -0.67
C3 0.3848 -0.5229 0.7573  -0.30
C4 1.6370 0.3679 0.6911  -0.35
C5 1.4443 1.3870 -0.4146  0.06
O2 2.3218 2.0009 -0.9645  -0.48
H1 -3.2902 -0.3448 0.0101  0.30
H2 -1.7418 -0.0223 -1.6912  0.39
H3 -1.7763 -1.6997 -1.1905  0.40
H4 0.3756 1.5526 -0.6986  0.26
H5 -0.3440 -0.1758 1.5014  0.34
H6 0.6854 -1.5445 1.0489  0.26
H7 2.5496 -0.1949 0.4774  0.26
H8 1.7956 0.9043 1.6358  0.32